Formula: C10H14O5
Source: the OMol25 dataset
Level of theory: ωB97M-V/def2-TZVPD

Last column: natural (NBO) charge in e.
Geometry (Å):
C 0.9656 -0.7817 0.5742  -0.6246
C 1.0827 -0.4871 -0.9199  -0.2042
C 2.5611 -0.5798 -1.3477  -0.6034
C 0.4789 0.8885 -1.3371  -0.4581
C -0.4383 1.5073 -0.3403  -0.0310
C -1.6976 1.2029 -0.0356  -0.0729
C -2.5208 0.1265 -0.6731  -0.5667
C -3.7654 -0.3551 0.0536  0.4371
O -4.2457 -1.4251 -0.1996  -0.5064
C -2.1204 2.1246 1.0605  0.7628
O -3.0694 2.0772 1.7745  -0.5162
O -1.1587 3.1056 1.1966  -0.4965
C -0.0292 2.6457 0.5246  0.7640
O 1.0421 3.1301 0.6898  -0.5032
H 1.4632 -1.7252 0.8007  0.2498
H 1.4436 0.0065 1.1626  0.2034
H -0.0710 -0.8851 0.9020  0.1985
H 0.5444 -1.2767 -1.4498  0.1970
H 2.8188 0.1473 -2.1172  0.2053
H 2.7885 -1.5745 -1.7321  0.2149
H 3.2155 -0.4253 -0.4883  0.2116
H 1.3012 1.5838 -1.5046  0.2384
H -0.0677 0.7761 -2.2760  0.2299
H -1.8974 -0.7549 -0.8378  0.2550
H -2.8485 0.4802 -1.6577  0.2614
H -4.2263 0.3123 0.7973  0.1490
O 2.6219 -3.1087 2.1679  -0.9422
H 3.2249 -2.6976 2.7950  0.4734
H 2.6042 -4.0377 2.4176  0.4738

## Properties
- charge = 0
- multiplicity = 1
- molecular weight (g mol⁻¹) = 214.22
- structure (SMILES) = CC(C)CC1=C(CC=O)C(=O)OC1=O.O
- highest occupied orbital energy (eV) = -10.071

=====

Formula: C3H8BCl2
Source: the OMol25 dataset
Level of theory: ωB97M-V/def2-TZVPD

Last column: natural (NBO) charge in e.
Geometry (Å):
B -0.8464 -1.6583 -0.3899  -0.4234
C -0.1970 -0.2358 -0.8632  -0.3220
Cl 1.5387 -0.4789 -1.4991  -0.2002
C -0.1469 0.9687 0.1006  -0.1625
C 1.0876 1.0891 0.9742  -0.6342
Cl -1.5959 0.9571 1.2188  -0.1253
H -0.3506 -2.0278 0.6751  -0.0612
H -2.0527 -1.4814 -0.2697  -0.0437
H -0.6305 -2.4792 -1.2720  -0.0480
H -0.6761 0.1150 -1.7784  0.1896
H -0.3093 1.8963 -0.4495  0.1858
H 1.9445 1.3792 0.3671  0.2174
H 1.3090 0.1229 1.4317  0.2271
H 0.9257 1.8330 1.7544  0.2007

## Properties
- charge = -1
- multiplicity = 1
- molecular weight (g mol⁻¹) = 125.81
- highest occupied orbital energy (eV) = -4.961

=====

Formula: C12H32B2F8N2O4
Source: the OMol25 dataset
Level of theory: ωB97M-V/def2-TZVPD

Last column: Löwdin spin population.
Geometry (Å):
C -1.2813 0.6124 -3.4778  0.0907
O -2.1117 1.0827 -2.4129  0.6782
C -1.7441 2.4226 -1.9577  0.0655
C -2.5112 2.8319 -0.7302  0.0008
N -2.0615 1.8385 0.2956  0.0017
H -2.2619 0.8994 -0.0172  0.0001
H -1.0821 1.8928 0.5363  0.0000
C -2.8927 1.9784 1.6145  0.0002
C -2.8065 3.3699 2.2276  0.0001
O -1.4474 3.6792 2.4447  0.0000
C -1.2264 4.8728 3.1415  0.0000
H -1.0956 1.3902 -4.2184  0.0312
H -1.5263 -0.3392 -3.9496  0.0028
H -0.2688 0.4459 -3.1101  0.0494
H -1.9845 3.0645 -2.8052  0.0362
H -0.6551 2.4275 -1.9117  0.0238
H -3.5872 2.7374 -0.8761  0.0000
H -2.1311 3.8052 -0.4198  -0.0006
H -2.4845 1.1556 2.2015  0.0002
H -3.9541 1.8332 1.4139  0.0000
H -3.2836 3.3992 3.2072  0.0000
H -3.4191 4.0690 1.6583  0.0000
H -1.4369 5.7236 2.4936  0.0000
H -0.1642 4.9264 3.3802  0.0000
H -1.7833 4.9379 4.0763  0.0000
C 1.2045 -3.1592 -3.8886  0.0002
O 1.4678 -3.1317 -2.4379  0.0003
C 0.3459 -3.1484 -1.5920  0.0002
C 0.7853 -3.1438 -0.1402  0.0000
N 1.4973 -1.8322 0.2965  0.0000
H 2.2198 -1.7512 -0.4046  0.0000
H 0.8913 -1.0509 0.0910  0.0000
C 1.9974 -1.7750 1.6801  0.0000
C 3.2881 -2.7820 1.8755  0.0000
O 4.2516 -2.8384 0.8365  0.0000
C 5.3281 -1.9109 1.0603  0.0000
H 0.5705 -2.3320 -4.2076  0.0001
H 0.7877 -4.1442 -4.0990  0.0000
H 2.1276 -3.1409 -4.4679  0.0000
H -0.2102 -4.0729 -1.7472  0.0000
H -0.2961 -2.2933 -1.8036  0.0002
H 1.4189 -3.9855 0.1395  0.0000
H -0.1114 -3.3768 0.4341  0.0000
H 1.0920 -1.7551 2.2867  0.0000
H 2.2906 -0.7270 1.7411  0.0000
H 2.9489 -3.8128 1.9775  0.0000
H 3.6909 -2.6375 2.8780  0.0000
H 6.0340 -2.1511 1.8554  0.0000
H 5.0113 -0.8704 0.9903  0.0000
H 5.9567 -1.9254 0.1700  0.0000
B -2.2733 -1.5964 0.6036  0.0002
F -2.1631 -0.8525 -0.5715  0.0086
F -2.3365 -2.9114 0.1416  0.0016
F -1.1821 -1.4122 1.3680  0.0001
F -3.3976 -1.2336 1.3489  0.0002
B 1.1755 1.3429 0.1860  0.0002
F 0.7358 2.6527 -0.0202  0.0037
F 2.5353 1.2754 0.5537  0.0004
F 0.3739 0.7442 1.1181  0.0000
F 1.1449 0.6822 -1.0565  0.0039

## Properties
- charge = +1
- multiplicity = 2
- molecular weight (g mol⁻¹) = 442.01
- highest occupied orbital energy (spin up / spin down) (eV) = -12.704 / -12.703

=====

Formula: C2CdF3MgNO4S2
Source: the OMol25 dataset
Level of theory: ωB97M-V/def2-TZVPD

Last column: Löwdin spin population.
Geometry (Å):
O -0.8794 -1.3479 3.1232  0.2026
C 0.3127 -1.2888 2.9313  0.2828
O 1.2000 -0.4644 3.1931  0.2134
Cd 1.5481 -1.9464 0.9698  0.1827
Mg 0.2114 1.1888 1.8256  0.0298
N 0.8118 -0.7515 -0.4974  0.0435
S 1.9989 0.4070 0.2047  0.0241
S -0.6160 -0.1410 -0.7709  0.0101
O -1.0316 0.8486 0.2917  0.0042
O -1.5832 -1.1706 -1.1112  0.0001
C -0.5076 0.9740 -2.2744  0.0041
F 0.1588 2.0765 -1.9841  0.0007
F 0.1067 0.3231 -3.2438  0.0006
F -1.7306 1.2925 -2.6577  0.0014

## Properties
- charge = +1
- multiplicity = 2
- molecular weight (g mol⁻¹) = 359.87
- highest occupied orbital energy (spin up / spin down) (eV) = -13.315 / -13.244

=====

Formula: CHF4NO4S2Yb
Source: the OMol25 dataset
Level of theory: ωB97M-V/def2-TZVPD

Last column: natural (NBO) charge in e.
Geometry (Å):
Yb 0.8548 2.6251 -0.1217  1.6459
N 0.7620 -0.8468 0.0903  -1.1680
S 1.3762 0.0877 -1.2961  1.5307
O 2.8050 -0.3246 -1.3035  -0.9787
O 0.6874 -0.2446 -2.5675  -0.9664
S -0.5904 -0.3694 0.7277  2.1590
O -0.6058 1.1482 0.7242  -1.1675
O -0.8372 -0.9835 2.0220  -0.8965
C -2.1426 -0.7127 -0.2436  0.7494
F -2.1546 0.0012 -1.3537  -0.3063
F -2.1815 -2.0016 -0.5268  -0.2945
F -3.1984 -0.3785 0.4784  -0.3036
F 2.8428 1.4931 1.8487  -0.6217
H 2.3823 0.5063 1.5215  0.6183

## Properties
- charge = 0
- multiplicity = 1
- molecular weight (g mol⁻¹) = 404.19
- highest occupied orbital energy (eV) = -8.554

=====

Formula: C3H12N3OPS
Source: the OMol25 dataset
Level of theory: ωB97M-V/def2-TZVPD

Last column: natural (NBO) charge in e.
Geometry (Å):
C 0.3736 -2.0778 -0.9950  -0.4181
C 2.8551 1.6677 -2.9723  -0.4007
C -2.9814 -1.3040 3.5387  -0.7887
N 0.8876 -0.7194 -1.0387  -0.9758
N 1.7345 0.7942 -3.2160  -1.0010
N -0.5804 -0.8968 2.2469  -1.0473
O -0.8391 0.4244 -2.9950  -1.0733
P 0.4224 0.4831 -2.2367  2.0481
S -1.3313 -1.1384 3.6013  1.0050
H 0.9077 -2.8617 -1.6391  0.1750
H 0.3923 -2.4901 0.0036  0.2122
H -0.6847 -2.0539 -1.4321  0.2158
H 3.1751 1.5909 -1.8682  0.1924
H 3.6602 1.4993 -3.6753  0.2047
H 2.6141 2.6807 -3.1276  0.1819
H -3.4614 -1.7719 4.3830  0.2248
H 0.4567 1.6872 -1.4266  -0.1651
H -3.6225 -1.4845 2.7130  0.2247
H 1.8306 -0.5583 -0.6475  0.4006
H 1.3515 1.0979 -4.1348  0.4034
H -1.0430 -0.4960 1.4233  0.3813

## Properties
- charge = 0
- multiplicity = 1
- molecular weight (g mol⁻¹) = 169.19
- highest occupied orbital energy (spin up / spin down) (eV) = -8.746 / -8.746